# 1
This record from OMol25 describes a molecular structure, C42H39N5O4SSb2Y at a distorted geometry. The level of theory is ωB97M-V/def2-TZVPD.

Values from the calculation:
Charge: +1
E_LUMO in Eh: -0.1199
Largest force on an atom in eV/A: 1.71
Energy relative to the best compared isomer or geometry (same formula, charge and spin) in kcal per mole: 0.0
Calculated total energy in eV: -84775.78666

```
94
Properties=species:S:1:pos:R:3:forces:R:3:mulliken_charge:R:1
Y -0.25702 -0.14998 0.05963 -0.825 0.619 -1.361 -0.349
C -2.11229 -3.77143 2.11764 0.027 -0.134 -0.058 -2.160
C -1.28890 -2.85993 1.27016 0.166 -0.268 -0.140 0.047
N -0.87407 -1.70710 1.65698 -0.459 -0.028 0.699 2.280
N -1.17789 -1.35032 2.94600 0.069 0.024 -0.179 -1.418
C -1.16656 -0.06892 3.22238 0.042 -0.126 0.075 0.318
N -1.29440 0.21718 4.53324 -0.098 0.198 -0.068 -0.279
S -1.01690 1.31533 2.14680 -0.084 -0.140 0.429 -0.473
C -0.93959 -3.26552 -0.11931 0.034 0.127 0.299 0.779
C -1.32704 -4.49433 -0.61993 -0.066 -0.207 -0.099 -0.848
C -0.99610 -4.83431 -1.92328 -0.065 -0.095 0.042 -0.614
C -0.29079 -3.93409 -2.69922 0.020 0.041 -0.029 -1.025
C 0.05750 -2.72106 -2.13340 -0.073 -0.012 0.128 -0.184
N -0.24425 -2.39183 -0.87444 0.009 -0.093 0.003 0.557
H -2.31842 -3.30564 3.07269 0.000 0.021 0.021 0.417
H -1.59419 -4.71858 2.28922 -0.012 0.023 -0.017 0.386
H -3.05532 -3.99622 1.61363 0.015 0.008 0.014 0.430
H -1.43231 -0.53994 5.18149 0.026 -0.012 -0.008 0.240
H -1.44908 1.16265 4.82996 -0.001 0.002 0.004 0.231
H -1.88575 -5.17876 0.00140 0.017 0.002 -0.042 0.530
H -1.29532 -5.79370 -2.32623 0.015 0.027 0.013 0.433
H -0.01921 -4.15261 -3.72225 -0.003 0.001 0.024 0.464
H 0.58710 -1.97343 -2.70698 0.051 0.047 -0.030 0.547
O -0.83828 1.01310 -1.87326 0.050 0.134 0.065 -0.156
C -1.91258 1.45536 -2.32578 -0.043 -0.050 -0.006 -0.238
C -3.20610 1.20370 -1.80626 0.075 0.174 -0.190 0.755
C -4.29039 1.89111 -2.38986 0.168 0.024 -0.076 -0.470
C -5.53715 1.70304 -1.89173 -0.219 0.266 0.176 -0.577
C -5.76799 0.84210 -0.80275 -0.033 0.003 0.078 -0.396
C -4.73232 0.16047 -0.23199 -0.090 -0.105 -0.005 -0.906
C -3.40698 0.30060 -0.72169 0.085 -0.087 0.154 0.081
O -2.44343 -0.36543 -0.19778 -0.132 -0.044 -0.122 0.252
N -6.67349 2.41804 -2.49802 -0.050 -0.979 -0.516 1.002
O -7.77618 2.17144 -2.05611 -0.031 0.292 0.260 -0.609
O -6.45342 3.09337 -3.48113 0.119 0.366 0.150 -0.609
H -1.85537 2.10567 -3.20904 -0.009 0.011 0.004 0.318
H -4.13892 2.56718 -3.22324 0.011 -0.028 0.041 0.564
H -6.77812 0.73947 -0.43091 0.012 -0.004 -0.008 0.524
H -4.89103 -0.50624 0.60597 -0.008 0.029 -0.030 0.475
C 3.82964 -0.90626 -0.97281 0.134 0.115 0.076 -1.522
C 4.76518 -0.37738 0.12389 -0.082 -0.090 0.029 -0.071
C 4.18754 -0.61322 1.52028 0.022 0.059 -0.132 -1.796
Sb 2.24645 0.22581 1.91864 0.671 -0.164 0.452 0.903
C 2.85745 2.10312 2.69438 -0.018 0.033 0.110 1.261
C 4.18978 2.49941 2.62245 -0.022 0.078 0.005 -0.768
C 4.60841 3.67536 3.23755 -0.049 -0.026 -0.024 -0.689
C 3.69884 4.46111 3.93029 -0.021 -0.033 -0.020 -0.791
C 2.36639 4.07289 4.00318 0.056 -0.020 -0.031 -0.618
C 1.94735 2.90063 3.38830 0.076 0.064 0.040 -0.412
C 2.05014 -0.82130 3.76577 0.022 -0.087 0.009 1.015
C 2.26712 -0.21970 5.00194 -0.072 -0.100 0.007 -0.611
C 2.16738 -0.97015 6.16977 -0.011 0.023 -0.030 -0.706
C 1.86085 -2.32215 6.11151 0.019 0.010 -0.017 -0.656
C 1.66364 -2.93340 4.87974 -0.005 0.049 -0.015 -0.680
C 1.75605 -2.18372 3.71604 -0.002 0.032 0.074 -0.444
Sb 2.35739 0.40412 -1.84133 0.470 0.233 0.091 1.134
C 2.50826 2.28446 -0.81419 -0.102 0.132 0.056 0.548
C 1.36110 2.87777 -0.27356 0.189 -0.088 0.074 -0.149
C 1.39690 4.14842 0.28230 0.103 -0.017 0.039 -0.923
C 2.59396 4.84939 0.31045 0.002 0.005 -0.056 -0.480
C 3.74056 4.28236 -0.23087 -0.053 -0.047 -0.006 -0.866
C 3.69575 3.01686 -0.80256 -0.062 0.000 0.092 -0.760
C 3.54776 1.14265 -3.43786 -0.126 -0.136 -0.281 0.551
C 2.94041 1.98792 -4.36737 0.107 0.001 0.020 -0.587
C 3.69765 2.60056 -5.35554 0.020 -0.029 0.031 -0.642
C 5.06595 2.36907 -5.42474 -0.015 -0.009 -0.005 -0.510
C 5.67261 1.51855 -4.51250 -0.059 -0.045 0.051 -0.786
C 4.91571 0.89825 -3.52126 -0.037 0.146 -0.085 -0.232
H 3.26423 -1.76291 -0.59817 0.014 -0.045 0.023 0.526
H 4.37708 -1.26723 -1.84500 0.068 -0.026 0.050 0.733
H 4.99031 0.68158 -0.02507 -0.028 -0.006 0.002 0.007
H 5.72343 -0.89908 0.05252 0.015 -0.028 0.016 0.558
H 4.84245 -0.25745 2.31543 0.058 -0.009 -0.025 0.793
H 4.04547 -1.68446 1.68558 0.006 -0.012 -0.002 0.658
H 4.91910 1.90472 2.08538 -0.023 0.008 0.019 0.122
H 5.64801 3.97313 3.17537 -0.021 -0.011 0.003 0.452
H 4.02712 5.37090 4.41738 -0.005 -0.018 -0.018 0.387
H 1.65158 4.68142 4.54387 0.018 -0.014 -0.011 0.457
H 0.90752 2.60784 3.45362 0.013 0.009 -0.002 0.145
H 2.50873 0.83274 5.07124 0.013 0.038 -0.034 0.423
H 2.33112 -0.49272 7.12812 0.007 -0.010 -0.020 0.429
H 1.78293 -2.90171 7.02313 0.009 0.019 -0.023 0.395
H 1.42864 -3.98962 4.82768 0.015 0.025 -0.003 0.431
H 1.57837 -2.67286 2.76364 0.009 -0.005 -0.033 0.292
H 0.39787 2.37246 -0.26029 0.028 0.043 -0.186 0.557
H 0.49726 4.58156 0.70201 0.019 -0.015 -0.009 0.447
H 2.63190 5.83944 0.74738 0.005 -0.035 0.000 0.428
H 4.67574 4.82797 -0.20923 -0.019 0.000 -0.017 0.448
H 4.59621 2.60832 -1.24702 -0.024 0.009 -0.030 0.432
H 1.87621 2.18963 -4.31638 -0.006 -0.018 0.013 0.406
H 3.22032 3.25873 -6.07084 0.016 -0.014 0.022 0.413
H 5.65779 2.85105 -6.19254 -0.011 -0.018 0.018 0.385
H 6.73850 1.33462 -4.56736 -0.029 0.002 0.004 0.412
H 5.41533 0.24666 -2.81500 -0.013 0.012 -0.006 0.235
```
Positions in Å, forces in eV/Å.

# 2
This record from OMol25 describes a molecular structure, C42H40AgGeN2OS2Se. The level of theory is ωB97M-V/def2-TZVPD.

Values from the calculation:
Charge: -2
2S+1: 2
E_LUMO (alpha / beta) in Eh: 0.1543 / 0.1327
Largest force on an atom in eV/A: 0.50
Energy relative to the best compared isomer or geometry (same formula, charge and spin) in kcal per mole: 8.8
Calculated total energy in eV: -196764.04627
⟨S²⟩: 0.7592

```
90
Properties=species:S:1:pos:R:3:forces:R:3:lowdin_spin:R:1
Ag -0.03483 -0.52212 0.32416 0.356 -0.148 0.244 0.211
C -2.98490 1.25530 -3.06389 0.046 0.043 0.043 0.001
C -2.50393 0.89126 -1.67310 -0.041 -0.052 -0.098 0.002
N -1.25642 0.86651 -1.38772 0.217 -0.159 0.132 0.009
N -0.38350 1.25865 -2.38055 0.120 0.249 -0.245 0.021
C 0.54880 0.42952 -2.69742 -0.158 -0.017 -0.028 0.008
S 0.82170 -1.17501 -2.12850 -0.199 0.064 0.086 0.142
S 1.69156 1.13153 -3.91327 -0.040 -0.042 -0.108 0.005
C 1.23500 0.19214 -5.41742 0.142 0.006 0.363 0.001
C 1.74184 -1.22699 -5.46906 0.021 0.067 0.099 0.004
C 3.10833 -1.48625 -5.37477 -0.037 -0.006 0.014 0.001
C 3.58169 -2.78758 -5.34454 -0.055 0.049 -0.043 0.000
C 2.69266 -3.85352 -5.43081 0.029 -0.007 -0.021 0.000
C 1.33459 -3.60476 -5.55393 0.018 0.027 0.007 0.001
C 0.86301 -2.29763 -5.56293 -0.005 -0.050 -0.021 0.003
C -3.52338 0.52568 -0.67273 -0.029 -0.063 0.057 0.000
C -4.80692 1.06855 -0.80324 0.024 0.003 0.074 0.000
C -5.85981 0.73042 0.02787 -0.008 0.020 -0.013 0.000
C -5.62804 -0.20985 1.03932 0.055 -0.010 -0.072 0.000
C -4.38759 -0.77876 1.19375 -0.028 0.048 0.015 0.000
C -3.26908 -0.44653 0.36129 0.064 0.025 -0.087 0.001
O -2.15965 -1.04315 0.54492 -0.258 -0.089 0.116 0.006
H -2.18693 1.11916 -3.78689 0.005 0.007 -0.018 0.000
H -3.28225 2.30812 -3.09471 -0.024 -0.030 -0.025 0.000
H -3.84170 0.64438 -3.34276 -0.049 0.023 0.033 0.000
H 1.68830 0.78473 -6.21385 -0.076 -0.009 -0.090 0.000
H 0.15114 0.23384 -5.51602 -0.015 -0.044 -0.112 0.000
H 3.79435 -0.65282 -5.26868 -0.009 -0.040 0.058 0.000
H 4.64366 -2.97095 -5.23087 -0.012 0.002 0.003 0.000
H 3.05785 -4.87303 -5.38117 -0.007 0.022 -0.025 0.000
H 0.63635 -4.43075 -5.61350 -0.015 0.012 0.033 0.000
H -0.20439 -2.11115 -5.60124 0.025 0.018 0.006 0.000
H -4.98605 1.80888 -1.57680 0.024 -0.057 -0.039 0.000
H -6.83607 1.17849 -0.11443 0.009 0.015 0.048 0.000
H -6.43596 -0.49717 1.70675 0.021 0.006 0.000 0.000
H -4.19518 -1.49815 1.98148 -0.028 -0.002 -0.063 0.000
C -0.93805 -4.51023 8.06235 0.016 0.064 -0.060 0.002
C -0.67837 -3.50804 6.96439 0.018 -0.009 0.041 0.013
C 0.59980 -3.05271 6.68499 0.043 0.046 0.000 -0.002
C 0.85371 -2.08670 5.70982 -0.085 -0.024 0.006 0.014
C 2.28782 -1.66433 5.50827 -0.019 0.033 0.001 0.002
C -0.21436 -1.54420 4.96454 -0.097 -0.029 -0.048 0.018
Se 0.06177 -0.13178 3.69727 0.130 0.027 -0.226 0.161
C -1.52030 -2.02068 5.22983 0.036 -0.059 0.068 0.012
C -2.72499 -1.49507 4.49378 0.048 -0.022 -0.025 0.002
C -1.72380 -2.97782 6.21871 -0.019 0.009 -0.065 -0.003
H -0.00549 -4.95538 8.41536 -0.021 -0.003 -0.012 0.000
H -1.59282 -5.31564 7.71968 0.012 0.003 0.022 0.000
H -1.42413 -4.03385 8.91964 0.000 -0.041 0.002 0.001
H 1.44195 -3.44935 7.25037 -0.037 0.008 -0.012 0.000
H 2.79394 -1.54841 6.47126 -0.019 -0.026 -0.013 0.000
H 2.34439 -0.72559 4.95931 0.005 -0.014 0.008 0.001
H 2.83576 -2.41787 4.93542 0.006 0.022 0.014 0.000
H -2.44805 -1.08949 3.52291 0.003 -0.043 -0.010 0.001
H -3.19488 -0.68482 5.06098 0.019 0.017 -0.044 0.001
H -3.46705 -2.28706 4.35584 0.015 0.028 0.056 0.000
H -2.74030 -3.31643 6.41499 0.037 0.003 -0.029 -0.001
C 2.89705 -2.22413 1.88991 -0.334 -0.040 -0.002 0.041
Ge 2.43452 -0.56560 0.90322 0.410 0.077 0.275 0.199
C 3.77634 -0.48807 -0.56767 -0.179 0.072 -0.156 0.028
C 4.07447 0.73753 -1.16647 0.051 -0.063 0.011 0.007
C 4.97155 0.82794 -2.22294 0.042 -0.058 0.038 -0.001
C 5.58561 -0.31833 -2.71390 -0.026 0.020 0.086 0.006
C 5.30724 -1.54661 -2.12611 -0.020 0.042 -0.022 0.000
C 4.41202 -1.62519 -1.06578 0.030 -0.001 0.008 0.009
C 3.07339 0.97419 2.02062 -0.215 0.111 -0.057 0.042
C 2.16927 1.98057 2.25892 0.154 -0.036 -0.019 0.005
C 2.45502 3.06267 3.11937 -0.019 -0.001 -0.031 0.001
C 3.63717 3.10734 3.79581 0.008 0.033 0.001 -0.001
C 4.61098 2.09950 3.59498 0.008 -0.102 -0.083 0.002
C 5.83861 2.10771 4.30508 0.030 0.005 -0.009 0.000
C 6.78353 1.14501 4.09311 0.018 -0.004 -0.033 0.000
C 6.56919 0.15638 3.10656 -0.031 0.029 -0.019 0.000
C 5.39934 0.13050 2.39986 -0.088 0.025 0.038 0.002
C 4.35220 1.05835 2.65885 0.014 0.051 0.031 0.007
H 3.94390 -2.27998 2.19114 0.025 0.036 -0.048 0.006
H 2.64247 -3.10580 1.29616 0.028 0.041 -0.012 0.000
H 2.26383 -2.22410 2.77824 0.043 -0.031 -0.060 0.000
H 3.58306 1.63733 -0.80666 0.038 -0.008 -0.005 0.000
H 5.18781 1.79271 -2.66925 -0.052 -0.024 -0.021 0.000
H 6.26998 -0.25671 -3.55340 0.017 0.006 0.023 0.001
H 5.77927 -2.44609 -2.50838 -0.020 -0.003 0.024 0.000
H 4.19808 -2.59417 -0.62466 -0.012 0.017 -0.031 0.001
H 1.18831 1.92348 1.80103 -0.040 0.034 -0.004 0.004
H 1.71216 3.83823 3.26418 -0.014 -0.029 0.024 0.000
H 3.84807 3.91180 4.49327 0.013 -0.024 0.011 0.000
H 6.01643 2.90123 5.02489 -0.037 -0.034 0.011 0.000
H 7.70648 1.14661 4.66273 -0.010 0.030 -0.025 0.000
H 7.34138 -0.57727 2.90413 -0.014 0.023 -0.019 0.000
H 5.25675 -0.58809 1.60373 0.002 -0.067 0.082 0.001
```
Positions in Å, forces in eV/Å.